# 1
Entry from the Open Molecules 2025 dataset: 3 unconnected molecules or ions with the total composition C24H59F13IN8O5P4S at a distorted geometry (ωB97M-V with the def2-TZVPD basis set).

XYZ file:
```
115
Properties=species:S:1:pos:R:3:lowdin_charge:R:1
C 8.5812 2.3380 0.1533 -0.06
C 7.2270 1.9421 0.7782 -0.40
O 6.9703 2.8554 1.8495 -0.06
C 6.1045 1.9844 -0.2706 -0.30
O 5.2593 0.8820 -0.2936 -0.39
P 3.6551 0.7780 0.5565 0.46
N 3.8347 2.2918 1.4748 -0.13
C 4.5329 -0.2229 1.9492 -0.30
C 4.6528 -1.7153 1.6155 -0.40
C 6.0055 -2.0189 1.0008 -0.66
I 6.0274 -3.9747 0.0871 0.74
C 1.9801 0.3566 1.4554 -0.29
C 0.6003 0.4155 0.7731 -0.16
C -0.1703 1.7003 1.0380 -0.46
F 0.5901 2.7932 1.1817 0.11
F -0.8256 1.5371 2.2581 0.07
C -1.3121 1.9323 0.0201 -0.36
F -1.9768 0.7637 -0.1516 0.13
F -0.7540 2.2247 -1.1686 0.12
C -2.3068 3.1009 0.3554 -0.36
F -2.3322 3.9817 -0.6559 0.14
F -1.8638 3.8063 1.4083 0.16
C -3.7578 2.6587 0.7330 -0.44
F -3.7637 1.6078 1.5273 0.16
F -4.2936 3.6489 1.4558 0.12
S -4.9554 2.3787 -0.7224 0.78
F -5.0773 0.8363 -0.3708 -0.13
F -6.1856 2.6392 0.2700 -0.15
F -4.9684 3.9175 -1.0837 -0.13
F -3.8072 2.0714 -1.7517 -0.11
F -6.0117 2.1456 -1.8852 -0.13
P 2.6300 1.8859 -1.1608 0.75
N 2.3384 0.5532 -2.2210 -0.24
O 3.7665 2.8497 -1.9511 -0.40
H 8.7169 1.9365 -0.8464 0.07
H 8.6616 3.4271 0.1707 0.08
H 9.3910 1.9611 0.7849 0.07
H 7.3753 0.9180 1.1339 0.12
H 7.8044 3.1825 2.1968 0.07
H 6.6581 1.9549 -1.2241 0.10
H 5.6568 2.9798 -0.3106 0.10
H 3.4632 -0.4444 -0.2159 0.01
H 3.7557 3.1508 0.9527 0.01
H 4.5786 2.2985 2.1554 0.01
H 4.0094 -0.1250 2.9038 0.07
H 5.5439 0.1512 2.1342 0.06
H 4.6246 -2.2556 2.5693 0.09
H 3.8198 -2.1014 1.0285 0.06
H 6.3109 -1.2774 0.2683 0.03
H 6.7781 -2.0862 1.7624 0.03
H 2.0729 -0.6591 1.8484 0.06
H 1.9200 0.9885 2.3422 0.07
H -0.0303 -0.3165 1.2866 0.12
H 0.5576 0.1026 -0.2695 0.09
H 1.9640 0.8956 -3.0999 0.01
H 3.2353 0.1137 -2.4433 0.01
H 4.3803 2.2912 -2.4483 0.02
O -8.9981 8.3113 2.2777 -0.29
P -9.5330 7.1764 1.4676 0.66
N -8.1798 6.6319 0.5682 -0.34
C -7.7388 7.2561 -0.6640 -0.11
C -7.0794 6.1782 1.4042 -0.12
N -10.7374 7.9799 0.5668 -0.31
C -10.9484 7.8274 -0.8543 -0.14
C -11.1026 9.3242 1.0031 -0.14
N -10.3983 5.6554 1.3589 -0.30
C -10.9623 5.2333 2.6521 -0.14
C -9.8780 4.4985 0.6416 -0.13
H -7.0758 6.5638 -1.1895 0.08
H -7.2075 8.2058 -0.5135 0.09
H -8.5693 7.4201 -1.3461 0.05
H -7.3926 5.3054 1.9905 0.07
H -6.7318 6.9474 2.1028 0.08
H -6.2322 5.8614 0.7972 0.07
H -10.2779 8.4717 -1.4363 0.07
H -11.9743 8.1013 -1.1160 0.08
H -10.8107 6.7953 -1.1800 0.07
H -10.3862 10.0816 0.6617 0.08
H -11.1699 9.3765 2.0845 0.07
H -12.0875 9.5728 0.6003 0.08
H -10.1914 4.8819 3.3468 0.08
H -11.6922 4.4351 2.5127 0.08
H -11.4831 6.0728 3.1214 0.08
H -8.9984 4.0415 1.1080 0.07
H -9.6344 4.7477 -0.3870 0.07
H -10.6715 3.7470 0.6117 0.08
O 5.9170 -7.2978 -0.9275 -0.34
P 5.3049 -8.6522 -1.0323 0.67
N 6.2776 -9.4453 -2.2119 -0.34
C 6.0836 -9.2784 -3.6380 -0.12
C 7.6766 -9.5350 -1.8311 -0.13
N 3.7344 -8.2529 -1.5409 -0.31
C 3.0157 -8.9025 -2.6119 -0.15
C 3.3466 -6.8439 -1.4338 -0.13
N 4.7449 -10.1383 -0.2836 -0.30
C 4.8118 -10.0849 1.1862 -0.13
C 5.1353 -11.4584 -0.7524 -0.14
H 6.5999 -10.0894 -4.1605 0.08
H 6.4527 -8.3190 -4.0255 0.09
H 5.0382 -9.3905 -3.9121 0.04
H 7.7885 -10.1499 -0.9292 0.07
H 8.1200 -8.5539 -1.6252 0.08
H 8.2557 -10.0160 -2.6197 0.08
H 3.2871 -8.4901 -3.5916 0.07
H 1.9392 -8.7603 -2.4848 0.08
H 3.1862 -9.9809 -2.6265 0.07
H 3.7358 -6.2415 -2.2622 0.09
H 3.6964 -6.4118 -0.5026 0.05
H 2.2568 -6.7753 -1.4378 0.08
H 5.8412 -10.1444 1.5585 0.08
H 4.2360 -10.8987 1.6289 0.07
H 4.3776 -9.1473 1.5434 0.08
H 6.1931 -11.6968 -0.5876 0.07
H 4.9116 -11.5855 -1.8078 0.07
H 4.5366 -12.1924 -0.2062 0.08
```

Values from the calculation:
HOMO level, eV: -3.54
Electronic energy, hartree: -5123.58702
Total charge: -1
Gap between HOMO and LUMO, eV: 5.39

---

# 2
Entry from the Open Molecules 2025 dataset: 4 unconnected molecules or ions with the total composition C24H59N4O4 (ωB97M-V with the def2-TZVPD basis set).

XYZ file:
```
91
Properties=species:S:1:pos:R:3:lowdin_charge:R:1
C -1.6336 -0.5888 -0.7173 -0.11
C -0.1992 -1.1268 -0.6390 -0.24
C 0.7034 -0.9304 -1.8806 -0.19
C 0.0471 -0.7697 -3.2720 -0.20
C -0.3404 -2.0538 -4.0900 -0.20
C -0.5200 -3.4114 -3.3802 -0.21
C 0.7377 -4.3052 -3.2077 -0.21
C 1.0191 -4.7653 -1.7606 -0.22
C 2.3954 -4.3971 -1.1680 -0.21
C 2.3065 -3.9599 0.3295 -0.37
N 2.5025 -2.5567 0.5518 -0.13
C 3.8936 -2.2665 0.5020 -0.38
C 4.2164 -0.8169 0.8607 -0.27
O 3.9014 0.0952 -0.2032 -0.11
H -1.6946 0.4897 -0.5287 0.06
H -2.2313 -1.0688 0.0738 0.06
H -2.1397 -0.8377 -1.6629 0.06
H -0.2285 -2.1807 -0.3615 0.08
H 0.3129 -0.6215 0.1912 0.07
H 1.4306 -1.7538 -1.9244 0.09
H 1.3144 -0.0337 -1.6900 0.08
H 0.7803 -0.2192 -3.8854 0.09
H -0.8256 -0.1083 -3.2328 0.08
H -1.2898 -1.8457 -4.6040 0.09
H 0.3932 -2.1995 -4.8999 0.10
H -1.0327 -3.2984 -2.4210 0.09
H -1.2093 -3.9846 -4.0208 0.09
H 0.5739 -5.2072 -3.8158 0.09
H 1.6185 -3.8129 -3.6441 0.10
H 0.2217 -4.3874 -1.1102 0.08
H 0.9443 -5.8629 -1.7330 0.10
H 3.0661 -5.2587 -1.3007 0.09
H 2.7986 -3.5390 -1.7236 0.08
H 3.0394 -4.5760 0.9154 0.07
H 1.3018 -4.2583 0.6896 0.08
H 4.4729 -2.9443 1.1812 0.09
H 4.3710 -2.4063 -0.5145 0.09
H 3.6147 -0.5001 1.7253 0.09
H 5.2840 -0.7111 1.1062 0.10
H 4.4015 -0.2285 -0.9461 0.06
C -1.0814 -0.4755 4.1616 -0.07
C 0.0370 -1.1158 3.3409 -0.44
C 0.9652 -2.0251 4.1568 -0.19
O 1.8821 -1.3407 4.9997 -0.19
C 1.3663 -0.9271 6.2409 -0.13
N 0.7653 -0.0953 2.6079 0.05
H -0.7104 0.3537 4.7661 0.06
H -1.8451 -0.0708 3.4956 0.07
H -1.5571 -1.2012 4.8286 0.07
H -0.4343 -1.7610 2.5906 0.13
H 1.5790 -2.5919 3.4552 0.11
H 0.3822 -2.7398 4.7595 0.11
H 0.6393 -1.6477 6.6333 0.08
H 0.8919 0.0575 6.1825 0.07
H 2.2027 -0.8600 6.9395 0.08
H 1.4236 -0.5865 1.9709 0.05
H 1.3641 0.3955 3.2678 0.07
C -6.3433 2.8759 -1.6286 -0.07
C -5.2607 3.5107 -0.7622 -0.44
C -4.0840 2.5774 -0.4512 -0.21
O -4.3617 1.5932 0.5220 -0.19
C -4.9817 0.4169 0.0468 -0.12
N -5.8785 4.0570 0.4507 0.03
H -6.9597 2.1829 -1.0549 0.06
H -7.0055 3.6455 -2.0264 0.07
H -5.9079 2.3309 -2.4684 0.08
H -4.8430 4.3536 -1.3225 0.13
H -3.2680 3.1728 -0.0349 0.12
H -3.7033 2.1052 -1.3662 0.12
H -4.6541 0.1701 -0.9673 0.09
H -6.0739 0.4875 0.0774 0.07
H -4.6817 -0.3941 0.7103 0.08
H -5.1808 4.5780 0.9735 0.07
H -6.1133 3.2724 1.0531 0.07
C 1.5889 3.3085 0.8395 -0.06
C 1.7339 2.9431 -0.6331 -0.43
C 2.7699 3.7792 -1.3911 -0.20
O 2.3568 5.1002 -1.7182 -0.20
C 2.5150 6.0492 -0.6869 -0.12
N 0.4126 2.9907 -1.2680 0.05
H 1.0175 4.2299 0.9758 0.06
H 1.0564 2.5104 1.3607 0.06
H 2.5653 3.4335 1.3128 0.08
H 2.0894 1.9090 -0.6725 0.11
H 2.9669 3.2935 -2.3501 0.12
H 3.7184 3.8114 -0.8397 0.12
H 3.4099 5.8440 -0.0904 0.09
H 1.6473 6.0811 -0.0224 0.07
H 2.6236 7.0289 -1.1549 0.08
H 0.4787 2.6226 -2.2131 0.07
H 0.1619 3.9691 -1.3857 0.06
```

Values from the calculation:
HOMO level, eV: -2.16
Relative energy (zero: lowest compared OMol25 entry of this formula, charge and spin), kJ/mol: 0.00
Electronic energy, hartree: -1469.70379
Total charge: -1
Gap between HOMO and LUMO, eV: 4.76

---

# 3
Entry from the Open Molecules 2025 dataset: a molecular structure, C24H60BF4N4Na5O12P at a distorted geometry (ωB97M-V with the def2-TZVPD basis set).

XYZ file:
```
111
Properties=species:S:1:pos:R:3:lowdin_charge:R:1
Na -14.0899 -0.8633 4.6007 0.45
Na -17.5572 -1.6930 4.0703 0.42
Na -16.5217 -3.6536 7.0708 0.60
Na -17.5368 -5.4785 4.3156 0.60
Na -14.4712 -3.3975 1.8120 0.50
B -19.4317 -3.5236 5.6060 -1.40
F -18.7662 -4.4904 6.3652 0.14
F -19.1062 -3.7586 4.3280 0.18
F -20.7842 -3.6884 5.7754 0.18
F -19.0162 -2.2635 5.9245 0.18
P -15.3564 -3.4605 4.5299 0.08
O -15.5644 -4.7812 5.3191 -0.39
O -15.8614 -2.2625 5.4180 -0.41
O -16.3608 -3.6543 3.3451 -0.39
O -13.9058 -3.0812 4.0815 -0.39
C -11.4941 1.0788 3.6831 -0.07
O -11.6779 0.1615 4.7828 -0.22
C -10.7282 -0.9274 4.7909 -0.16
C -11.0380 -1.7431 6.0805 -0.18
N -12.3953 -2.2149 6.1450 -0.06
C -12.7921 -2.7598 7.4773 -0.17
C -13.1122 -1.7358 8.5562 -0.19
O -13.4122 -2.3847 9.7945 -0.18
C -13.3890 -1.5738 10.9104 -0.13
H -10.5086 1.5389 3.7546 0.09
H -12.2680 1.8461 3.6629 0.08
H -11.4713 0.5230 2.7457 0.08
H -9.7049 -0.5592 4.8646 0.13
H -10.8140 -1.5450 3.8968 0.12
H -10.8268 -1.0535 6.8978 0.12
H -10.3921 -2.6122 6.2049 0.11
H -12.7889 -2.7461 5.3814 0.04
H -11.9313 -3.3428 7.8048 0.11
H -13.5567 -3.5323 7.3948 0.11
H -13.9269 -1.1301 8.1593 0.12
H -12.2624 -1.0738 8.7226 0.12
H -14.3414 -1.0462 10.9628 0.09
H -12.5277 -0.9120 11.0021 0.09
H -13.3992 -2.1881 11.8108 0.09
C -15.9039 -10.8532 5.2799 -0.10
O -15.5370 -9.5117 5.5512 -0.21
C -14.1795 -9.2541 5.8510 -0.21
C -14.1198 -7.7803 6.3040 -0.18
N -14.0290 -6.9061 5.1568 -0.07
C -12.6951 -6.6723 4.6131 -0.19
C -11.7202 -5.8574 5.4403 -0.20
O -10.7110 -6.7522 5.9094 -0.17
C -9.7471 -6.1244 6.7017 -0.14
H -16.9841 -10.8330 5.1355 0.09
H -15.5606 -11.5042 6.0838 0.09
H -15.3888 -11.2262 4.3947 0.08
H -13.4962 -9.5242 5.0458 0.12
H -13.8888 -9.7731 6.7644 0.12
H -13.2418 -7.5998 6.9241 0.11
H -15.0524 -7.6412 6.8508 0.12
H -14.4836 -6.0122 5.2765 0.02
H -12.9274 -6.0347 3.7601 0.09
H -12.2504 -7.5510 4.1459 0.12
H -12.2824 -5.3750 6.2399 0.11
H -11.2292 -5.0416 4.9098 0.12
H -9.2429 -5.2420 6.3077 0.08
H -8.9041 -6.7356 7.0240 0.09
H -10.1188 -5.8160 7.6789 0.08
C -19.8655 -1.5988 1.3230 -0.09
O -19.6901 -0.7185 2.4236 -0.21
C -19.1228 0.5728 2.0712 -0.16
C -18.8740 1.2880 3.3979 -0.20
N -17.7142 0.9232 4.1486 -0.05
C -17.8416 1.4105 5.5117 -0.19
C -16.6126 0.8819 6.2518 -0.16
O -15.3118 1.0807 5.6329 -0.21
C -14.9732 2.4326 5.3241 -0.08
H -20.2092 -2.5686 1.6830 0.10
H -18.9904 -1.6778 0.6780 0.09
H -20.6718 -1.1742 0.7249 0.09
H -19.9276 1.0369 1.5010 0.13
H -18.2252 0.4274 1.4703 0.12
H -19.7322 1.1504 4.0558 0.14
H -18.8601 2.3386 3.1078 0.13
H -16.8496 1.3345 3.8270 0.11
H -18.6900 0.9666 6.0327 0.14
H -17.8702 2.4911 5.6519 0.13
H -16.7610 -0.1805 6.4453 0.11
H -16.5915 1.3867 7.2177 0.13
H -15.5639 3.0022 4.6066 0.09
H -13.9460 2.6281 5.0162 0.08
H -15.1210 2.9510 6.2715 0.10
C -11.4941 -2.6246 -0.2791 -0.06
O -12.3096 -3.6769 0.2529 -0.22
C -12.5132 -4.8129 -0.5740 -0.19
C -13.2240 -5.9225 0.2296 -0.18
N -14.6137 -5.6173 0.4849 -0.05
C -15.1647 -6.4043 1.6044 -0.17
C -14.8392 -7.9009 1.6465 -0.20
O -15.2486 -8.5230 0.4280 -0.19
C -15.2339 -9.9213 0.4435 -0.11
H -12.0187 -2.2832 -1.1716 0.09
H -10.4868 -2.9567 -0.5303 0.09
H -11.3682 -1.8530 0.4804 0.08
H -11.5210 -5.1488 -0.8751 0.13
H -13.0619 -4.6356 -1.4990 0.13
H -12.7286 -5.9603 1.1997 0.13
H -13.1251 -6.8566 -0.3233 0.13
H -15.1858 -5.7878 -0.3298 0.12
H -16.2446 -6.3339 1.7344 0.12
H -14.8001 -5.9624 2.5317 0.09
H -15.3152 -8.4369 2.4677 0.12
H -13.7664 -8.0434 1.7761 0.11
H -15.8470 -10.3214 1.2510 0.08
H -14.2377 -10.2973 0.6763 0.09
H -15.6105 -10.3592 -0.4809 0.09
```

Values from the calculation:
HOMO level, eV: -9.79
Relative energy (zero: lowest compared OMol25 entry of this formula, charge and spin), kJ/mol: 184.96
Electronic energy, hartree: -3649.86836
Total charge: +1
Gap between HOMO and LUMO, eV: 6.93